Record 1
96
Properties=species:S:1:pos:R:3 method="wB97M-V/def2-TZVPD" e_homo_ev="-6.16 / -7.01" e_above_lowest_kcal_mol=23.1 gap_ha="0.212 / 0.225" multiplicity=3 e_tot_ha=-12828.54921
W 2.9466 -1.3709 -0.1925
Te 1.5709 -1.8259 -2.2078
Br 3.2486 -3.9264 -0.2641
Br -2.1772 0.1879 -1.0824
Se 2.4730 0.9204 0.2511
Se 5.1768 -0.8743 -0.8629
P 2.3514 -2.0402 2.1879
Si -3.9686 1.0081 -2.2081
F 4.3121 -5.7167 5.3060
F 5.2490 -7.2268 3.2250
F 4.3186 -6.5330 0.6697
F 2.6001 -3.7502 4.9173
O 5.2858 3.1678 -2.9694
O 5.4143 2.9274 1.4110
C -0.3128 -2.5017 1.6601
C 3.2106 -3.6499 2.5431
C -1.6406 -2.7206 2.0058
C 5.9903 2.6083 -1.9109
C -4.5053 2.0397 -4.9734
C 4.9654 2.0504 -0.7882
C -4.5983 -1.4188 -3.6248
C -1.1752 -2.2253 4.2758
C 0.2089 -2.1810 4.0585
C 3.3500 -4.1232 3.8443
C 4.5291 -1.1010 3.5859
C -5.6832 3.1640 -1.1601
C 4.5744 0.9004 4.9116
C 4.7276 3.2521 0.2075
C 5.2606 -0.1466 4.3014
C -3.3992 1.7445 -3.9631
C 3.1837 0.9611 4.8574
C -6.5750 -0.2437 -2.5392
C -2.6964 3.0842 -3.6413
C -4.5213 2.2223 -0.6827
C 0.6578 -2.2860 2.7099
C 5.6059 0.9327 -0.0902
C 4.2137 -5.2267 4.0480
C -2.0892 -2.5839 3.2929
C 3.6543 -4.4329 1.5148
C 2.4596 0.0280 4.1382
C -3.3612 3.1965 -0.2261
C -5.0082 1.3329 0.4244
C 4.1999 -5.6970 1.7201
C 3.5692 1.7101 -1.3192
C -4.9152 -1.6597 -1.2593
C 4.6826 -6.0181 3.0124
C -2.2844 0.8434 -4.6122
C -5.0458 -0.5545 -2.4046
C 3.1360 -1.0065 3.4555
H -4.7020 -0.8832 -4.5803
H -2.3992 3.5032 -4.6602
H 5.0826 -1.9505 3.1821
H -6.2033 3.6043 -0.2924
H 5.1019 4.1646 -0.2618
H 6.3359 -0.1549 4.2688
H -5.3359 -2.2722 -3.6725
H 5.1438 0.8985 0.8824
H -0.0058 -2.6019 0.6320
H -3.7189 3.6582 0.7292
H 5.6419 3.9761 -3.4028
H 3.0020 2.5851 -1.6291
H -5.2504 1.9193 1.3389
H 6.6282 1.7578 -2.2639
H -7.1208 -1.1749 -2.1746
H -5.4652 -1.4764 -0.3122
H -3.1758 4.0202 -0.9184
H -5.9648 0.8182 0.1659
H 6.7079 0.9462 -0.0744
H -7.0249 0.0648 -3.4774
H 6.3450 3.1359 1.3035
H 2.6824 1.7719 5.3909
H -1.8659 3.1412 -2.9171
H -5.1649 -2.6645 -1.7184
H 5.1138 1.6237 5.5066
H -1.5421 -2.0769 5.2556
H -6.4100 2.6293 -1.7929
H -3.4228 3.8885 -3.3019
H -1.8264 1.2129 -5.5334
H -4.2037 2.2667 -6.0394
H 0.8951 -2.0623 4.9350
H -3.1262 -2.8254 3.5991
H 3.5967 0.9988 -2.1501
H 1.3950 0.0444 4.2040
H 3.6900 3.4560 0.4009
H -4.2784 0.5741 0.7686
H -5.2828 4.0209 -1.7644
H -3.5715 -1.8530 -3.6578
H -2.4516 2.5973 0.0218
H -2.7725 -0.1004 -4.9572
H -5.3122 2.7884 -4.7057
H -2.2880 -3.0081 1.2069
H -6.9392 0.5320 -1.8198
H -5.0912 1.0707 -4.9874
H -1.4620 0.5830 -3.9174
H 6.6930 3.3370 -1.4720
H -3.8466 -1.7253 -0.8906

***

Record 2
32
Properties=species:S:1:pos:R:3 method="wB97M-V/def2-TZVPD" e_homo_ev=-9.00 e_above_lowest_kcal_mol=0.0 gap_ha=0.285 multiplicity=1 e_tot_ha=-1407.42864 smiles="O=c1nc(Nc2ccccc2F)sc2nc3ccccc3nc12"
S -0.1090 -0.5829 0.1293
F 1.6946 -2.3129 4.2785
O -0.0940 3.2501 2.0259
N -0.1032 1.0400 2.2405
N -0.0666 3.3337 -0.8192
N -0.1537 -1.0743 2.7906
N -0.0989 0.8361 -2.0717
C -0.1937 1.8822 -4.1740
C -0.1111 3.2379 -2.1239
C -0.1535 -0.1327 1.7933
C -0.1130 4.2832 -4.3159
C -0.0426 -2.4477 2.7245
C -0.0538 2.1927 -0.0839
C -0.1559 3.0486 -4.9430
C -0.6497 -4.6010 1.8184
C 0.3758 -5.2516 2.5288
C 0.9115 -3.0779 3.4842
C 1.1222 -4.4687 3.4214
C -0.1838 1.9677 -2.7609
C -0.8511 -3.2462 1.9170
C -0.0537 2.1801 1.4098
C -0.0863 0.9347 -0.7154
C -0.1223 4.4076 -2.9146
H -1.2451 -5.1683 1.0878
H 1.8812 -4.9772 4.0688
H 0.2538 -0.6142 3.6082
H -0.2110 2.9410 -6.0366
H -0.0665 5.1533 -4.9719
H -0.2241 0.9210 -4.6181
H -0.0600 5.3645 -2.4355
H -1.5961 -2.7120 1.3021
H 0.5596 -6.3064 2.3552

***

Record 3
113
Properties=species:S:1:pos:R:3 method="wB97M-V/def2-TZVPD" charge=+2 e_homo_ev="-12.10 / -12.59" e_above_lowest_kcal_mol=0.0 gap_ha="0.244 / 0.219" multiplicity=3 e_tot_ha=-9614.30059
W 0.0374 -0.1292 -0.4777
I -5.2941 -1.3391 4.5259
I -4.7913 2.0239 -0.3578
Sb -0.2347 2.9491 -0.3622
As 2.0476 -1.9186 -0.7511
As 1.5431 0.6285 1.6625
As 5.0878 -3.4939 2.9471
O -0.8166 -1.5473 -1.3748
O -1.7974 0.7140 -0.2137
N 0.5517 0.6010 -2.3963
N -2.1262 2.7427 -2.6786
N -1.7572 2.9145 2.1563
N -0.8334 -1.1534 1.3100
C 1.6351 -3.7698 -0.3332
C 4.1636 -0.9222 1.2507
C -2.2927 -3.3287 -0.5449
C 2.3700 -2.1176 -2.6518
C -0.3385 -2.1695 1.9902
C -2.2344 -2.2792 3.4363
C -1.2035 3.5596 -2.1722
C -2.6467 3.2753 3.0904
C -1.6912 3.6313 1.0331
C -2.8111 3.1439 -3.7518
C -4.1280 -0.7037 2.9252
C 2.7297 1.4376 -2.0692
C -2.8250 -1.2274 2.7077
C 2.3901 2.3728 1.7849
C -2.5945 0.2979 0.7690
C -2.0774 -0.6931 1.6374
C 1.6117 1.5826 -4.2119
C 0.6062 0.6891 3.3546
C 3.8658 -1.6741 -0.0748
C -2.4572 4.7611 0.7927
C 5.2141 -1.7046 2.0743
C 2.7112 1.8351 -3.4063
C 2.9409 -0.6686 2.1470
C -3.8731 2.2235 -4.2783
C 4.9008 -4.7006 1.4078
C 1.5883 0.8185 -1.6062
C -1.9244 -2.4201 -1.7101
C -0.6836 0.5445 -4.5113
C 0.4954 0.9317 -3.6892
C 3.2408 -3.6392 3.6167
C -1.4383 -3.2465 -2.8926
C -1.5853 5.2046 -3.8468
C -3.3556 5.1528 1.7742
C -2.7146 2.4362 4.3328
C -2.5637 4.3777 -4.3596
C 4.8216 0.4177 0.9016
C -1.0052 -2.7595 3.0667
C -3.4607 4.3939 2.9253
C -3.8896 0.7142 0.9628
C -3.1254 -1.5654 -2.0928
C -0.8817 4.7909 -2.7194
C -4.6352 0.2248 2.0582
H -1.5544 0.3942 -3.8819
H 2.4065 -1.5967 2.3428
H -1.1607 -2.5950 -3.7223
H -3.6696 2.5547 4.8419
H -2.5767 1.3837 4.0859
H 3.1686 -4.6043 4.1182
H 0.6046 -3.9766 -0.6066
H 1.7891 -3.9940 0.7192
H 3.1782 2.3227 2.5347
H 5.7433 0.2549 0.3417
H 0.6292 -2.5354 1.6865
H 3.0859 -2.9232 -2.8099
H -4.1662 4.6620 3.7004
H 2.8027 2.7056 0.8362
H 1.3085 1.0462 4.1081
H -3.0751 -4.0147 -0.8714
H 0.2294 -0.2866 3.6506
H 1.4269 -2.3638 -3.1385
H -0.5722 -3.8474 -2.6078
H -4.8388 2.7304 -4.3107
H -3.8984 -2.1935 -2.5372
H -2.7707 -2.7158 4.2688
H -3.5507 -1.0684 -1.2218
H -0.9033 1.3114 -5.2524
H 4.2648 -2.6865 -0.0312
H -0.5412 -3.5842 3.5889
H -1.4486 -3.9293 -0.2079
H 5.0083 -5.7185 1.7806
H 1.6296 3.0784 2.1190
H -0.2171 1.3915 3.2436
H 3.2916 -0.3151 3.1214
H 2.4827 -3.6081 2.8335
H 3.5695 2.3460 -3.8246
H 5.5313 -1.0570 2.8971
H -0.4603 -0.3805 -5.0489
H 5.0755 0.9780 1.8027
H 3.0427 -2.8641 4.3567
H 4.3884 -1.1807 -0.8972
H -0.1123 5.4170 -2.2838
H -1.9270 2.7258 5.0322
H -3.9777 6.0272 1.6344
H -2.8438 -0.7996 -2.8135
H -1.3762 6.1624 -4.3050
H 3.5935 1.6292 -1.4516
H 4.1627 1.0369 0.2936
H 2.7664 -1.1931 -3.0663
H -2.6906 -2.7652 0.2994
H 6.1080 -1.8210 1.4511
H 5.7136 -4.5195 0.7042
H -2.2200 -3.9251 -3.2345
H 2.2975 -4.4055 -0.9200
H -3.9621 1.3495 -3.6364
H 1.6116 1.8862 -5.2497
H -3.1435 4.6756 -5.2236
H -2.3737 5.3066 -0.1385
H -3.6481 1.9025 -5.2971
H 3.9442 -4.6269 0.8925
H -5.6413 0.5967 2.1978

***

Record 4
60
Properties=species:S:1:pos:R:3 method="wB97M-V/def2-TZVPD" e_homo_ev=-9.51 gap_ha=0.279 multiplicity=1 e_tot_ha=-1587.00752 smiles="COCCCCCCC1=C(CN)C(=O)OC1=O.O=C1C=CC(=O)C=C1.O=C1C=CC(=O)C=C1"
O -1.9156 -1.8064 2.8579
O 2.0035 -0.8344 3.3505
O -5.9295 -3.5105 3.8672
O -4.0158 -1.8755 4.3411
O 3.1485 -0.7917 -4.9593
O 3.5757 2.0111 -0.5876
O -1.7733 1.2069 -5.1855
O 7.9995 -0.5460 -2.0572
N -6.8173 -0.9343 0.4582
C -0.0206 0.3809 -3.8446
C -4.1763 -0.5215 2.3500
C -5.5112 -1.1173 2.6282
C -3.1627 -1.4826 3.2088
C 6.8600 0.6591 -0.3835
C 5.8275 0.1644 -2.6318
C 4.7152 0.8061 -2.2613
C 5.7477 1.3008 -0.0130
C 1.1199 -1.8716 3.9307
C -1.1417 1.7877 1.1827
C 1.9869 -0.8706 1.8798
C 0.7410 -0.0710 1.1763
C 0.1580 0.5353 -6.3566
C -2.4817 1.6530 2.1181
C -6.9012 -0.5340 1.9460
C 4.5934 1.4223 -0.9252
C 0.2549 1.2869 1.9554
C 6.9818 0.0429 -1.7197
C -5.2668 -2.3669 3.6733
C -0.6412 0.7464 -5.1332
C 2.0164 -0.3312 -5.0116
C -3.6926 0.7414 1.4231
C 1.3958 0.0343 -6.3002
C 1.2172 -0.1201 -3.7883
H -6.4475 -1.9307 0.5109
H 0.2141 -1.2764 4.4284
H 1.6874 -0.3927 -2.8513
H -4.5800 1.4702 1.1870
H 1.1305 0.2754 0.1031
H -0.2201 -0.7486 0.9795
H 1.9725 -1.9784 1.4355
H -3.2108 0.3142 0.4232
H 0.0324 1.0800 3.0860
H 5.6425 1.7575 0.9639
H -0.9995 2.9391 0.9021
H -2.1705 1.1460 3.1431
H -1.2197 1.2301 0.1372
H -6.0056 -0.3960 0.0408
H 0.6135 -2.5492 3.0919
H -2.8915 2.7599 2.2744
H 3.8593 0.9036 -2.9179
H -0.3123 0.8079 -7.2935
H 1.9950 -0.1258 -7.1885
H 1.1354 2.0815 1.8297
H 7.7159 0.5616 0.2731
H -0.6199 0.5409 -2.9563
H -7.8124 -1.0973 2.4589
H 3.0085 -0.4017 1.4967
H 1.6129 -2.5012 4.7869
H -6.9581 0.6285 2.0752
H 5.9327 -0.2923 -3.6087

***

Record 5
8
Properties=species:S:1:pos:R:3 method="wB97M-V/def2-TZVPD" charge=+1 e_homo_ev="-14.91 / -14.91" e_above_lowest_kcal_mol=19.2 gap_ha="0.248 / 0.248" multiplicity=1 e_tot_ha=-299.51800
O 0.6523 0.0133 0.0864
O 3.0200 0.2537 -0.1738
N 3.0632 -0.6882 0.3679
N -1.5424 -0.2994 -0.0727
C -0.4821 0.4377 -0.1039
H -1.5789 -1.3439 0.0890
H -0.6375 1.6179 -0.1127
H -2.4945 0.0088 -0.0801

***

Record 6
21
Properties=species:S:1:pos:R:3 method="wB97M-V/def2-TZVPD" charge=+3 e_homo_ev=-18.12 e_above_lowest_kcal_mol=10.9 gap_ha=0.170 multiplicity=1 e_tot_ha=-10508.37681
Re 1.4639 1.5279 0.6756
I 2.0659 3.9296 0.3678
Sb 4.8268 0.8488 4.2900
Se 1.8360 0.8331 2.7326
Se 4.8431 3.0659 4.7271
Se 2.6143 0.2550 -0.6793
Se 5.1348 -1.3671 3.9798
N -0.5151 1.0027 0.1942
C -1.0850 -0.1193 -0.6316
C -2.4436 -0.3242 -0.4409
C -3.1126 -1.2227 -1.2588
C -0.3883 -0.8436 -1.5723
C -2.4261 -1.9214 -2.2404
C -1.0557 -1.7445 -2.3902
H 0.6911 -0.7779 -1.6669
H -0.5101 -2.3172 -3.1268
H -0.7626 1.8744 -0.3009
H -1.0551 1.0237 1.0637
H -2.9472 -2.6182 -2.8825
H -2.9957 0.2506 0.2958
H -4.1787 -1.3556 -1.1359

***

Record 7
133
Properties=species:S:1:pos:R:3 method="wB97M-V/def2-TZVPD" e_homo_ev=-8.82 gap_ha=0.262 multiplicity=1 e_tot_ha=-3201.09503
I -3.4354 -1.2826 -2.9510
O -7.7550 -0.3886 1.3305
O -1.3055 5.5840 6.5317
O -0.9168 0.5795 -1.0231
O -4.2788 -0.0125 -1.6581
O 9.2603 -6.8587 -5.3193
O 0.1624 6.8296 -3.0938
O 2.6628 1.4659 1.7273
O -3.4848 1.1100 0.0857
O 4.7705 -4.7448 -5.4812
O 2.9742 -0.5134 -1.9792
O 7.7255 -0.8073 -3.4721
O -7.3841 1.9512 5.3170
O -7.0331 -2.0232 9.1554
O -2.7335 1.6790 -1.9677
N -5.8854 -0.3338 10.0789
N -1.0151 5.2228 -2.0657
N 8.3809 -2.7778 -4.3220
N -8.4528 -0.1828 -0.7878
N 1.7231 1.2609 3.7511
N 11.4924 -7.0537 -5.3946
N -6.1967 1.8882 3.4212
N -3.5011 5.1591 6.3482
N 4.1984 -4.6964 -7.6464
N 4.1290 1.1494 -1.0318
C -2.2272 5.1272 5.8772
C 6.0767 -2.5434 -3.5408
C -0.4138 6.4435 -2.0921
C -6.0322 0.0002 4.9687
C -1.3655 1.2971 -2.1005
C 3.4010 -4.3305 -8.8023
C -7.9160 0.1754 8.8034
C 4.5107 0.6603 -3.4008
C -1.7440 4.5960 -0.9755
C 7.4496 -1.9663 -3.7689
C -0.4953 7.2813 -0.8377
C -2.0108 4.5009 4.5174
C 10.2426 -7.5810 -5.2923
C -5.2691 1.3411 2.4415
C 3.8110 0.3790 -2.0954
C 12.7668 -7.7487 -5.3806
C -4.7080 4.6610 5.7075
C -9.2765 0.3167 -1.8731
C 0.2868 1.1739 1.7626
C 4.0029 -4.3558 -6.3455
C -5.5931 1.0487 10.4090
C 0.1520 -0.3064 -1.3439
C 5.0884 2.2352 -0.9716
C 1.6490 1.3124 2.3984
C 2.8117 -3.4839 -6.0232
C -3.4565 0.9159 -1.1084
C 0.6401 1.0882 4.7023
C -6.9260 -0.8244 9.3495
C -6.5955 1.3491 4.5969
C -9.5922 1.0986 0.9696
C 8.2387 -4.1679 -4.7473
C -8.5277 0.1187 0.5358
C 10.1332 -9.0802 -5.1447
H -0.3797 1.9722 2.0924
H 8.4596 -4.2465 -5.8112
H -10.5858 0.7195 0.7290
H -0.9524 4.5480 4.2807
H 4.0149 -3.7824 -9.5189
H -8.6525 0.8280 -2.6082
H -5.1654 3.9059 6.3477
H 3.6176 0.9236 -0.1866
H 2.7956 -3.3002 -4.9531
H 9.0832 -9.3438 -5.0752
H 12.6243 -8.8174 -5.2719
H 0.8090 0.1895 5.2975
H -1.5339 7.4992 -0.5870
H -6.3389 1.7128 9.9879
H -0.0226 6.7673 -0.0001
H -5.4115 5.4851 5.5794
H -1.2403 0.7586 -3.0331
H -4.4385 2.0351 2.3078
H -7.7203 -0.8383 -1.0081
H 5.5893 0.5279 -3.2898
H 2.5624 -3.7076 -8.5136
H -10.0229 1.0113 -1.5056
H 2.6598 1.3588 4.1083
H 9.2754 -2.3321 -4.4426
H -6.3100 -0.7443 4.2223
H -0.1946 -1.3042 -1.5839
H 0.7644 0.0472 -2.1566
H -6.6153 2.7836 3.2295
H -1.7751 5.2387 -0.1029
H 2.8838 -2.5271 -6.5419
H 8.9399 -4.7897 -4.2028
H -4.4980 4.2206 4.7396
H 5.6339 -2.8611 -4.4827
H -8.6819 -0.3529 8.2459
H -9.7833 -0.5136 -2.3677
H 10.5660 -9.5846 -6.0092
H 7.2318 -4.5303 -4.5723
H 5.5704 2.3840 -1.9312
H -6.4384 -0.2992 5.9302
H -1.2573 3.6586 -0.7090
H 6.1246 -3.3935 -2.8611
H 5.0090 -5.2768 -7.7907
H -0.9243 4.7156 -2.9309
H -4.6135 1.3267 10.0154
H -4.9454 0.0520 5.0483
H 4.1501 -0.0379 -4.1502
H -9.4479 2.0643 0.4835
H -8.3921 0.7248 9.6164
H 0.7801 -0.3790 -0.4780
H -2.3259 3.4563 4.5196
H 0.4027 1.2439 0.6962
H -2.7621 4.3837 -1.3022
H -0.3118 0.9953 4.1919
H 0.0258 8.2164 -1.0132
H 0.5968 1.9464 5.3752
H -0.7983 2.2167 -2.2086
H 4.5819 3.1571 -0.6811
H -0.1569 0.2077 2.0061
H -7.4162 0.8744 8.1303
H -9.5199 1.2334 2.0444
H 1.8838 -3.9803 -6.3093
H -5.7814 1.2194 1.4907
H 3.0194 -5.2291 -9.2901
H 13.3768 -7.3898 -4.5502
H -5.5789 1.1780 11.4928
H -3.5837 5.5858 7.2564
H 4.2964 1.6749 -3.7402
H 13.3039 -7.5590 -6.3114
H 11.4990 -6.0515 -5.4914
H -5.2598 -1.0471 10.4156
H 5.4490 -1.7808 -3.0953
H 5.8523 2.0105 -0.2265
H -4.8830 0.3793 2.7548
H -2.5672 5.0420 3.7512
H 10.6405 -9.4164 -4.2400

***

What is the multiplicity in the first record?
3

***

Copy entry 5 word for word.
8
Properties=species:S:1:pos:R:3 method="wB97M-V/def2-TZVPD" charge=+1 e_homo_ev="-14.91 / -14.91" e_above_lowest_kcal_mol=19.2 gap_ha="0.248 / 0.248" multiplicity=1 e_tot_ha=-299.51800
O 0.6523 0.0133 0.0864
O 3.0200 0.2537 -0.1738
N 3.0632 -0.6882 0.3679
N -1.5424 -0.2994 -0.0727
C -0.4821 0.4377 -0.1039
H -1.5789 -1.3439 0.0890
H -0.6375 1.6179 -0.1127
H -2.4945 0.0088 -0.0801